Record 1
Computed, not measured: the ion C8H16N3 with charge +1 in a non-equilibrium geometry, with ωB97M-V/def2-TZVPD.

```
27
C8H16N3 | the Open Molecules 2025 dataset | ωB97M-V/def2-TZVPD
C -1.51322 0.00886 1.24251
C -3.67429 0.23231 2.52085
C 0.82767 1.15047 0.96081
C 1.54110 -0.28173 -1.36829
C -2.73280 0.93983 1.62815
C 1.08727 0.12637 -0.03953
C 3.53870 -1.00976 -2.65681
C 2.85941 0.16443 -1.95803
N -0.42766 0.62613 0.39396
N -4.01641 0.37253 1.09769
N 1.60793 -1.11916 -0.16068
H -1.02698 -0.31111 2.16547
H -1.84745 -0.89092 0.70397
H -3.53551 -0.79854 2.83795
H -4.27278 0.81519 3.20714
H 0.98700 0.88128 2.00106
H 1.06471 2.18865 0.75086
H 0.77083 -0.51836 -2.10043
H 3.81050 -1.76938 -1.92901
H 4.44166 -0.67542 -3.16118
H 2.87614 -1.45308 -3.39677
H 2.67240 0.97094 -2.66845
H 3.50179 0.54377 -1.16342
H -0.84675 1.25281 -0.29073
H -4.08137 -0.49475 0.56017
H -4.73832 1.04314 0.85573
H 1.12641 -1.99451 -0.03298
```

The spin multiplicity is 1. As for the relative energy (zero: lowest compared OMol25 entry of this formula, charge and spin): 125.3 kcal/mol. The gap between HOMO and LUMO comes out at 0.3228 hartree. Its total charge is +1.

Now the natural (NBO) charges, all in e: -0.27 -0.26 -0.24 -0.04 -0.24 0.31 -0.61 -0.42 -0.42 -0.56 -0.57 0.22 0.18 0.20 0.22 0.25 0.25 0.21 0.22 0.23 0.21 0.22 0.22 0.43 0.40 0.43 0.41

Record 2
Computed, not measured: a structure of composition C25H41AlBBr2ClF4N4O24PSV in a non-equilibrium geometry, with ωB97M-V/def2-TZVPD.

```
106
C25H41AlBBr2ClF4N4O24PSV | the Open Molecules 2025 dataset | ωB97M-V/def2-TZVPD
C -0.04251 -1.64358 -0.54233
C 0.06340 -2.69325 -1.68669
O -1.13137 -3.43212 -1.83102
C -2.04677 -2.95106 -2.75068
C -3.35365 -2.47468 -2.04982
P -3.49260 -0.62478 -2.26845
N -2.31254 0.14810 -1.50576
O -4.90425 -0.13356 -1.81544
O -3.35623 -0.31404 -3.80232
C -4.60687 -3.02907 -2.81119
O -4.95258 -4.18289 -2.05962
S -4.93937 -3.64145 -0.55238
O -5.92546 -2.64948 -0.39986
O -4.85705 -4.67969 0.37386
O -3.49366 -2.92585 -0.74514
H 0.17578 -0.65097 -0.92222
H -1.05746 -1.64534 -0.15252
H 0.65256 -1.87462 0.25649
H 0.34283 -2.20041 -2.61530
H 0.85986 -3.37888 -1.41258
H -1.64320 -2.11363 -3.32544
H -2.28881 -3.74629 -3.45826
H -2.74923 0.79739 -0.83040
H -4.88309 0.30478 -0.94124
H -3.89948 -0.90531 -4.34742
H -4.45717 -3.23634 -3.86558
H -5.44536 -2.32839 -2.78114
C 6.69912 -4.18192 -2.87837
C 5.74166 -3.88958 -1.95543
C 4.41425 -3.26898 -2.35026
O 3.62102 -3.06254 -1.45528
C 4.18677 -2.96778 -3.74434
C 5.13942 -3.25653 -4.64468
C 6.44946 -3.89195 -4.24637
O 7.27249 -4.14544 -5.14600
O 4.99291 -3.01011 -5.93752
O 5.89149 -4.11931 -0.68848
H 7.64831 -4.62537 -2.61072
H 3.24546 -2.50889 -4.03163
H 5.79655 -3.31554 -6.39275
H 5.06617 -3.82468 -0.24257
B -3.01348 0.80280 2.13999
F -3.55667 1.27056 0.90015
F -2.11842 1.74121 2.63758
F -4.06614 0.63193 3.05771
F -2.37559 -0.41735 1.89353
C -4.56121 1.96390 6.18292
C -4.95098 3.33909 5.66987
O -3.67528 3.98316 5.46934
C -2.74076 3.05994 5.29600
O -1.62233 3.23282 4.96875
O -3.24909 1.77427 5.58879
H -5.24055 1.17677 5.87166
H -4.45774 1.93594 7.27674
H -5.46697 3.28353 4.71339
H -5.55364 3.90430 6.37492
O 9.65304 -1.89722 -7.04310
V 9.78484 -2.59492 -5.55258
O 10.12342 -3.29485 -4.08962
N -5.92410 3.03986 9.63254
C -7.06366 2.50716 9.07954
C -8.13638 3.22535 9.54952
C -7.63354 4.22927 10.40734
C -6.26741 4.09732 10.44310
H -4.98616 2.71238 9.47817
H -7.01833 1.66612 8.40866
H -9.16819 3.04496 9.30153
H -8.20560 4.96778 10.94223
H -5.51621 4.65845 10.97231
C 7.93830 4.61279 -3.35934
C 6.99569 4.80121 -4.52684
O 7.55619 4.26874 -5.74403
C 7.46166 2.96639 -5.92116
O 6.91148 2.17008 -5.19789
O 8.08720 2.65099 -7.05894
C 8.09802 1.26229 -7.35675
H 8.91924 5.02938 -3.58893
H 7.54319 5.10986 -2.47435
H 8.07007 3.55492 -3.13135
H 6.84058 5.85848 -4.72650
H 6.02404 4.35352 -4.33580
H 7.09408 0.84197 -7.32240
H 8.75238 0.73712 -6.65741
H 8.49467 1.15482 -8.36174
O 2.22855 2.81121 -6.20235
Cl 3.42703 2.21562 -5.67349
O 4.45535 3.22214 -5.68898
O 3.80864 1.10058 -6.48593
O 3.20786 1.78121 -4.32381
Al -2.00096 1.39580 7.31213
Br 2.00337 -1.38793 -8.58922
C 1.18462 -2.74782 -7.47682
C 0.31022 -2.13449 -6.41528
Br 1.38096 -1.34890 -4.98789
H 1.99138 -3.34037 -7.05752
H 0.58812 -3.36371 -8.14595
H -0.30411 -2.89694 -5.93962
H -0.32439 -1.34090 -6.79570
C -5.01988 0.51867 12.18501
O -4.48092 0.23866 11.11665
N -5.77724 1.63910 12.35115
N -4.89045 -0.27897 13.28066
H -6.21928 1.88800 13.21564
H -5.88816 2.23464 11.54783
H -4.33822 -1.11025 13.18418
H -5.31785 -0.07855 14.16476
```

The spin multiplicity is 1. The gap between HOMO and LUMO comes out at 0.0348 hartree. Its total charge is +2.

Atomic partial charges in e from the Löwdin method, atoms 1 to 99: -0.02 -0.21 -0.06 -0.15 -0.43 0.64 0.12 -0.07 -0.05 -0.17 -0.13 0.64 -0.18 -0.14 -0.11 0.07 0.06 0.08 0.04 0.12 0.11 0.15 0.05 0.12 0.11 0.15 0.12 0.09 -0.19 -0.28 0.13 0.07 -0.22 -0.30 0.03 0.13 0.19 0.14 0.01 0.12 0.15 -1.24 0.06 0.13 0.10 0.11 -0.13 -0.06 0.11 -0.64 0.19 -0.20 0.15 0.06 0.15 0.14 -0.33 1.43 -0.33 -0.02 -0.12 -0.07 -0.07 -0.13 0.13 0.11 0.10 0.11 0.12 -0.06 -0.19 0.06 -0.61 0.10 0.02 -0.05 0.08 0.08 0.07 0.13 0.10 0.10 0.07 0.10 -0.19 0.66 -0.20 -0.28 -0.25 1.14 0.67 -0.69 -0.64 0.79 0.05 0.06 0.05 0.06 -0.68

Record 3
Computed, not measured: a structure of composition C28H77BrNNbO9P in a non-equilibrium geometry, with ωB97M-V/def2-TZVPD.

```
118
C28H77BrNNbO9P | the Open Molecules 2025 dataset | ωB97M-V/def2-TZVPD
C 4.09250 2.58445 -0.28675
C 2.99796 1.57761 0.11140
C 2.99043 0.33875 -0.80343
C 3.09369 1.25806 1.61264
C 4.43159 0.66052 2.07877
C 4.85152 1.18678 3.44734
C 4.46426 -0.86797 2.07240
O 5.80290 -1.31192 2.15399
Nb 6.87968 -2.09395 0.72179
Br 7.66370 0.13842 -0.51419
P 9.19842 -1.75308 1.77422
N 10.46623 -1.57700 0.61549
O 9.17453 -0.25960 2.44796
H 3.71016 3.37746 -0.93288
H 4.54466 3.04846 0.59197
H 4.91921 2.08642 -0.79220
H 2.03097 2.06855 -0.04329
H 2.70777 -0.57050 -0.27394
H 3.95849 0.17432 -1.27972
H 2.25154 0.46694 -1.59433
H 2.95454 2.20705 2.14723
H 2.24757 0.62340 1.91403
H 5.20733 0.97140 1.37191
H 5.12028 2.24438 3.39027
H 4.04923 1.07657 4.18441
H 5.73736 0.65604 3.79961
H 3.95595 -1.25836 1.18758
H 3.92030 -1.25063 2.95089
H 8.06489 -3.03314 -0.32596
H 5.92473 -2.22868 -0.80897
H 6.50558 -3.77851 1.23924
H 10.17788 -2.13918 -0.18512
H 10.45857 -0.62139 0.25935
H 9.38247 0.44278 1.80278
C -2.22280 0.34733 -1.86420
C -1.05598 -0.07185 -2.74007
C -1.47739 -1.04029 -3.83281
O -0.01039 -0.62214 -1.94123
H -2.67495 -0.51011 -1.35867
H -1.87041 1.04091 -1.10222
H -3.00211 0.84351 -2.44537
H -0.61262 0.81868 -3.19167
H -1.88640 -1.95261 -3.38789
H -0.62193 -1.31587 -4.44926
H -2.24463 -0.60029 -4.47191
H -0.34061 -1.41400 -1.50254
C -7.37789 0.26231 -0.44429
C -6.21270 -0.22663 -1.29008
C -6.66531 -1.20699 -2.35600
O -5.20993 -0.83229 -0.47302
H -7.85683 -0.58549 0.05529
H -7.03199 0.95949 0.31865
H -8.12920 0.76070 -1.05863
H -5.71321 0.63038 -1.74682
H -7.10812 -2.08711 -1.88535
H -5.81157 -1.54741 -2.94277
H -7.39976 -0.76433 -3.03197
H -5.60239 -1.61197 -0.06349
C -1.35816 4.54141 -0.15253
C -0.52883 3.75323 -1.15212
C 0.84420 4.36541 -1.36436
O -1.22231 3.62222 -2.39495
H -1.51876 5.56042 -0.51816
H -2.33186 4.07205 -0.01080
H -0.85474 4.60200 0.81322
H -0.40990 2.72749 -0.79668
H 0.74432 5.38003 -1.76459
H 1.41998 3.77064 -2.07264
H 1.40261 4.41937 -0.42952
H -1.33880 4.50359 -2.76637
C 6.58404 5.54011 -2.40941
C 6.58100 5.58937 -0.88833
C 7.62857 6.55542 -0.35322
O 6.75289 4.29312 -0.34227
H 7.55392 5.18500 -2.76931
H 5.81950 4.84980 -2.76447
H 6.39945 6.52560 -2.84132
H 5.59227 5.90152 -0.54109
H 8.62678 6.22907 -0.65900
H 7.59902 6.58096 0.73578
H 7.46986 7.56644 -0.73296
H 7.60559 3.93884 -0.62135
C -0.34453 1.46392 4.86349
C 1.04829 0.96784 5.21771
C 1.17724 -0.53611 5.04965
O 1.40185 1.36446 6.54418
H -1.08610 1.01143 5.52966
H -0.40280 2.54645 4.97588
H -0.60500 1.20429 3.83638
H 1.77852 1.46170 4.57439
H 0.48116 -1.05008 5.72071
H 2.18883 -0.86000 5.29227
H 0.95473 -0.83970 4.02588
H 0.78087 0.94193 7.14808
C -6.53108 -5.24783 3.05693
C -6.54820 -5.15750 1.54072
C -5.15200 -5.21497 0.94498
O -7.22448 -3.97322 1.10949
H -5.96840 -4.40870 3.47587
H -7.54470 -5.21088 3.45509
H -6.05718 -6.17168 3.39026
H -7.14875 -5.97483 1.13476
H -4.55373 -4.37384 1.30825
H -5.20259 -5.15299 -0.14184
H -4.63936 -6.13666 1.22277
H -6.73080 -3.21844 1.45039
C -8.99760 -4.13269 -4.20483
C -7.75299 -4.86510 -3.72841
C -7.91534 -6.37407 -3.81776
O -7.40954 -4.46821 -2.40419
H -9.85235 -4.39941 -3.57619
H -8.85172 -3.05477 -4.14051
H -9.24032 -4.39219 -5.23617
H -6.89839 -4.55703 -4.33485
H -8.74226 -6.69960 -3.17958
H -7.00817 -6.87492 -3.48129
H -8.13045 -6.69011 -4.83935
H -8.13103 -4.71799 -1.81454
```

The spin multiplicity is 1. As for the relative energy (zero: lowest compared OMol25 entry of this formula, charge and spin): 7.4 kcal/mol. The gap between HOMO and LUMO comes out at 0.1935 hartree. Its total charge is -1.

Atomic partial charges in e from the Löwdin method, atoms 1 to 99: -0.08 -0.39 -0.06 -0.16 -0.36 -0.06 -0.30 -0.51 0.68 -0.18 0.52 -0.30 -0.47 0.06 0.07 0.05 0.10 0.06 0.07 0.05 0.11 0.11 0.10 0.08 0.06 0.08 0.08 0.11 -0.17 -0.14 -0.15 -0.03 -0.03 0.00 -0.06 -0.49 -0.06 -0.05 0.07 0.06 0.08 0.13 0.08 0.08 0.08 0.09 -0.06 -0.50 -0.06 -0.06 0.08 0.08 0.08 0.13 0.06 0.08 0.08 0.07 -0.06 -0.50 -0.06 -0.06 0.08 0.08 0.08 0.12 0.08 0.08 0.08 0.08 -0.06 -0.51 -0.07 -0.06 0.08 0.08 0.07 0.14 0.08 0.08 0.07 0.09 -0.06 -0.51 -0.06 -0.05 0.08 0.08 0.08 0.12 0.08 0.08 0.08 0.08 -0.06 -0.50 -0.05 -0.06 0.08

Record 4
Computed, not measured: a structure of composition C4H10ClN in a non-equilibrium geometry, with ωB97M-V/def2-TZVPD.

```
16
C4H10ClN | the Open Molecules 2025 dataset | ωB97M-V/def2-TZVPD
C 1.40602 0.25327 -0.37858
C -0.49608 1.72088 -0.61590
C -0.77671 -1.93178 0.71126
C -0.00984 0.29922 -0.60876
N -0.84258 -0.39035 0.89658
Cl 0.14773 0.09244 2.16565
H 1.83595 1.28052 -0.21823
H 1.60251 -0.49117 0.35299
H 1.62181 -0.09698 -1.41853
H -0.38983 2.11092 0.45098
H -1.64541 1.90457 -0.72333
H 0.09382 2.31259 -1.29077
H -1.68679 -2.27994 0.18605
H 0.09997 -2.09221 0.14659
H -0.62920 -2.33531 1.75810
H -0.33136 -0.35668 -1.41411
```

The spin multiplicity is 1. As for the relative energy (zero: lowest compared OMol25 entry of this formula, charge and spin): 80.4 kcal/mol. The gap between HOMO and LUMO comes out at 0.3558 hartree.

Now the natural (NBO) charges, all in e: -0.68 -0.65 -0.44 0.01 -0.48 0.08 0.23 0.24 0.23 0.23 0.23 0.21 0.21 0.17 0.21 0.19

Record 5
Computed, not measured: a structure of composition C3H3CsLiO3 in a non-equilibrium geometry, with ωB97M-V/def2-TZVPD.

```
11
C3H3CsLiO3 | the Open Molecules 2025 dataset | ωB97M-V/def2-TZVPD
H -1.17433 1.10452 -0.14850
C -0.53029 -0.04066 -0.13616
C -1.18777 -1.37699 0.00958
O -0.14664 -2.33936 0.06497
C -0.47098 -3.65626 0.04590
O -1.69248 -3.92076 0.07194
O -0.42332 0.62827 0.91214
Cs -0.65419 -8.48533 0.13485
H -1.88413 -1.50007 -0.83788
H -1.81751 -1.46545 0.91061
Li -3.11475 0.82708 0.29309
```

The spin multiplicity is 1. As for the relative energy (zero: lowest compared OMol25 entry of this formula, charge and spin): 122.3 kcal/mol. The gap between HOMO and LUMO (spin up / spin down) comes out at 0.1610 / 0.1609 hartree. Its total charge is +1.

Now the natural (NBO) charges, all in e: 0.15 0.38 -0.29 -0.57 0.36 -0.76 -0.59 0.99 0.19 0.19 0.95